Entry 1:
One molecule with the formula C13H13ClN2 in a non-equilibrium geometry. Source: the OMol25 dataset; level of theory: ωB97M-V/def2-TZVPD.

The calculation puts the energy relative to the best compared isomer or geometry (same formula, charge and spin) at 0.0 kJ/mol.

ORCA input file:
```
! RIJCOSX wB97M-V def2-TZVPD def2/J DEFGRID3
* xyz 0 1
Cl -0.2339 -0.7991 -5.5639
C -0.0337 -0.8886 -3.8282
C 1.0637 -1.5143 -3.3305
C 1.4690 -1.3144 -2.0240
C 0.6795 -0.4624 -1.2327
C 1.1240 -0.3772 0.2581
C 0.4087 -1.4089 1.1774
C -1.0678 -0.9044 1.5634
C -1.0339 0.5037 2.1326
N -1.8896 0.9808 3.1442
C -1.4704 2.2280 3.3530
N -0.3555 2.5063 2.5884
C -0.0925 1.4073 1.7918
C 0.9741 1.1586 0.7255
C -0.6156 -0.0269 -1.6708
C -0.9176 -0.2405 -2.9858
H 1.7697 -2.0033 -3.9688
H 2.3737 -1.8934 -1.5627
H 2.2472 -0.5740 0.2780
H 0.4911 -2.3922 0.6843
H 0.8994 -1.6418 2.1193
H -1.5152 -1.5280 2.3462
H -1.7829 -0.9570 0.7301
H -1.8225 2.8721 4.1366
H 0.1149 3.4428 2.6393
H 0.6671 1.7866 -0.1742
H 1.9247 1.5105 1.1106
H -1.3997 0.6121 -1.1283
H -1.9760 -0.0826 -3.3090
*
```

Entry 2:
One molecule with the formula C13H13N3O3. Source: the OMol25 dataset; level of theory: ωB97M-V/def2-TZVPD.

The calculation puts the energy relative to the best compared isomer or geometry (same formula, charge and spin) at 0.0 kJ/mol.

ORCA input file:
```
! RIJCOSX wB97M-V def2-TZVPD def2/J DEFGRID3
* xyz 0 1
C -4.6572 -1.0752 -0.5248
C -4.6314 0.3896 -0.2424
O -5.5937 1.1163 -0.2487
N -3.3936 0.9548 0.0491
C -2.1455 0.3936 0.1416
N -1.9421 -0.8652 -0.0625
C -0.6804 -1.3571 0.0433
C -0.5329 -2.8252 -0.1793
C 0.3913 -0.5611 0.3523
O 1.6243 -1.1224 0.5242
C 2.7333 -0.4313 0.0895
C 3.9119 -0.6073 0.8036
C 5.0722 0.0057 0.3715
C 5.0643 0.7937 -0.7673
C 3.8902 0.9572 -1.4816
C 2.7249 0.3418 -1.0642
C 0.2007 0.8529 0.6223
O 1.0353 1.6651 0.9613
N -1.1331 1.2496 0.4647
H -5.6812 -1.3782 -0.7239
H -4.0241 -1.2966 -1.3796
H -4.2560 -1.6231 0.3231
H -3.4536 1.9514 0.2294
H -1.3065 -3.1729 -0.8574
H -0.6421 -3.3531 0.7671
H 0.4539 -3.0468 -0.5770
H 3.8976 -1.2194 1.6918
H 5.9857 -0.1272 0.9318
H 5.9705 1.2781 -1.0981
H 3.8787 1.5652 -2.3741
H 1.8099 0.4597 -1.6277
H -1.3135 2.2281 0.6616
*
```

Entry 3:
An isolated ion of composition C13H13OS and charge +1 in a non-equilibrium geometry. Source: the OMol25 dataset; level of theory: ωB97M-V/def2-TZVPD.

The calculation puts the energy relative to the best compared isomer or geometry (same formula, charge and spin) at 0.0 kJ/mol.

ORCA input file:
```
! RIJCOSX wB97M-V def2-TZVPD def2/J DEFGRID3
* xyz 1 1
C -0.2747 -3.8077 -1.3110
C -0.3024 3.9333 -1.1889
C 0.9653 -3.3238 -0.8491
C -1.4265 -3.0969 -0.8516
C 0.4383 2.8599 -1.6680
C -1.0012 3.7393 0.0370
C 1.0641 -2.2504 -0.0479
C -1.2491 -1.8846 -0.1606
C 0.6947 1.7301 -0.8479
C -1.0483 2.5220 0.6257
C -0.0290 -1.4989 0.2429
C -0.1681 1.5080 0.2321
C 1.4494 0.0931 2.1121
O -1.1993 -0.1769 2.2253
S -0.0758 0.0058 1.2577
H -0.3798 -4.8540 -1.7329
H -0.4310 4.7491 -1.8011
H 1.7710 -3.9321 -0.9528
H -2.4617 -3.4987 -0.9373
H 0.8434 2.8263 -2.7188
H -1.5235 4.5901 0.3192
H 1.9940 -2.1181 0.4424
H -2.2594 -1.3979 0.1759
H 1.3534 0.8830 -1.1638
H -1.7674 2.2708 1.4309
H 2.4474 0.2618 1.6953
H 1.3372 -0.9562 2.4882
H 1.2389 0.8237 2.9469
*
```

Q: Number 3 is which compound?
A: C13H13OS